# C38H42ClMoN3O4PSe

C38H42ClMoN3O4PSe as an isolated structure (ωB97M-V with the def2-TZVPD basis set, the OMol25 dataset).

Geometry (Å):
Mo 0.425 -0.907 0.846
Cl -3.421 -6.840 -1.317
C -2.384 -5.615 -0.674
C -1.245 -5.982 0.040
C -0.422 -5.020 0.600
C -0.727 -3.683 0.421
O 0.045 -2.722 0.970
C -1.832 -3.308 -0.333
C -2.133 -1.912 -0.583
O -1.499 -0.950 -0.191
C -2.674 -4.288 -0.868
H -1.007 -7.033 0.144
H 0.453 -5.284 1.179
H -3.025 -1.698 -1.186
H -3.553 -3.994 -1.434
C -4.535 4.321 -6.838
O -4.083 3.052 -6.370
C -2.754 2.822 -6.367
C -1.808 3.688 -6.901
C -0.460 3.357 -6.825
C -0.043 2.216 -6.168
C -1.003 1.319 -5.686
C -2.344 1.608 -5.806
N 1.392 2.013 -6.128
N 1.988 1.506 -5.158
C 1.416 1.357 -3.846
C 1.018 2.431 -3.102
C 0.729 2.315 -1.721
C 0.804 1.102 -1.127
O 0.584 0.838 0.202
C 1.157 -0.027 -1.888
N 1.174 -1.209 -1.201
C 1.581 -2.288 -1.829
C 1.968 -2.275 -3.182
C 1.926 -1.105 -3.885
C 1.517 0.080 -3.231
H -5.603 4.346 -6.654
H -4.352 4.434 -7.908
H -4.052 5.133 -6.294
H -2.108 4.602 -7.393
H 0.293 4.012 -7.251
H -0.701 0.365 -5.281
H -3.104 0.911 -5.474
H 0.955 3.401 -3.579
H 0.445 3.185 -1.142
H 1.611 -3.203 -1.252
H 2.299 -3.195 -3.646
H 2.217 -1.068 -4.928
C -3.150 0.206 2.627
C -1.918 0.840 3.287
C -1.640 2.195 2.613
P -0.394 -0.193 3.132
C 0.895 0.738 4.091
C 0.381 1.420 5.367
C 1.665 1.777 3.260
C -0.582 -1.787 4.056
C -1.784 -2.616 3.568
C -0.603 -1.725 5.581
H -3.963 0.935 2.618
H -3.508 -0.678 3.150
H -2.941 -0.060 1.591
H -2.108 0.984 4.350
H -1.192 2.060 1.627
H -0.979 2.829 3.200
H -2.581 2.729 2.476
H 1.598 -0.056 4.351
H -0.307 2.233 5.124
H 1.230 1.866 5.891
H -0.123 0.753 6.059
H 1.172 2.750 3.303
H 1.765 1.503 2.215
H 2.670 1.896 3.667
H 0.329 -2.303 3.754
H -2.686 -2.346 4.119
H -1.596 -3.677 3.752
H -1.993 -2.496 2.507
H -1.452 -1.146 5.955
H 0.317 -1.317 5.995
H -0.705 -2.745 5.964
Se 2.602 -1.737 1.834
C 3.943 -0.445 2.264
C 4.841 -0.773 3.275
C 5.862 0.112 3.606
C 5.982 1.326 2.940
C 5.089 1.646 1.929
C 4.077 0.759 1.582
H 4.736 -1.714 3.798
H 6.566 -0.151 4.385
H 6.773 2.016 3.208
H 5.183 2.587 1.400
H 3.400 0.999 0.771

total charge: +1
multiplicity: 1
lowest unoccupied orbital energy (alpha / beta): -3.996 / -3.986 eV
gap between HOMO and LUMO (alpha / beta): 0.20159 / 0.20148 Ha
largest force on an atom: 0.97 eV Å⁻¹
energy above the lowest of the compared OMol25 structures with the same formula, charge and spin: 24.9 kJ/mol